Record 1
{
  "formula": "CH5OP",
  "method": "wB97M-V/def2-TZVPD",
  "elements": ["H", "H", "C", "P", "O", "H", "H", "H"],
  "positions_angstrom": [[2.5940, 0.7270, -1.8350], [1.8647, 0.9147, -1.9023], [-1.1269, -0.7296, 0.4817], [0.4389, -0.0214, 1.3563], [0.3989, 1.4027, 1.0492], [-1.4823, -1.6416, 0.8349], [-0.8831, -0.8025, -0.5580], [-1.8042, 0.1507, 0.5733]],
  "max_force_ev_per_a": 3.37,
  "relative_energy_kj_mol": 115.3,
  "lumo_ha": -0.021,
  "homo_energy_ha": -0.343,
  "multiplicity": 1,
  "smiles": "[H][H].CP=O"
}

=====

Record 2
{
  "formula": "C26H29AsN3OPdS",
  "method": "wB97M-V/def2-TZVPD",
  "elements": ["Pd", "C", "C", "C", "C", "C", "C", "N", "C", "C", "C", "C", "C", "N", "C", "C", "C", "C", "C", "C", "N", "H", "H", "H", "H", "H", "H", "H", "H", "H", "H", "H", "H", "H", "H", "H", "S", "C", "C", "C", "C", "C", "C", "H", "H", "H", "H", "H", "C", "As", "C", "C", "O", "H", "H", "H", "H", "H", "H", "H", "H", "H"],
  "positions_angstrom": [[0.1409, -0.5801, 0.0392], [3.0556, -2.0121, -0.2943], [3.3288, -0.5496, -0.2116], [4.6139, -0.0374, -0.0481], [4.7947, 1.3336, -0.0789], [3.6869, 2.1527, -0.2190], [2.4197, 1.5760, -0.2967], [2.2699, 0.2454, -0.3179], [1.1810, 2.3757, -0.2983], [1.1973, 3.7543, -0.0767], [-0.0023, 4.4354, -0.0023], [-1.1803, 3.7201, -0.1003], [-1.1288, 2.3387, -0.3127], [0.0362, 1.7042, -0.4418], [-2.3508, 1.5072, -0.3232], [-3.6229, 2.0715, -0.2582], [-4.7254, 1.2409, -0.1403], [-4.5263, -0.1250, -0.1048], [-3.2325, -0.6277, -0.2526], [-2.9794, -2.0943, -0.3229], [-2.1789, 0.1763, -0.3516], [3.9627, -2.5779, -0.4845], [2.3341, -2.1876, -1.1022], [2.6084, -2.3551, 0.6456], [5.4506, -0.7033, 0.0847], [5.7817, 1.7619, -0.0028], [3.8141, 3.2215, -0.2705], [2.1224, 4.2893, 0.0562], [-0.0179, 5.5036, 0.1546], [-2.1173, 4.2375, 0.0040], [-3.7643, 3.1378, -0.3048], [-5.7184, 1.6598, -0.0890], [-5.3584, -0.8000, 0.0128], [-3.8900, -2.6405, -0.5478], [-2.5880, -2.4514, 0.6323], [-2.2237, -2.3052, -1.0841], [-0.0932, -2.7001, 1.1742], [-0.1418, -4.3374, 0.5066], [0.9009, -4.8402, -0.2664], [0.8937, -6.1605, -0.6731], [-0.1523, -6.9982, -0.3212], [-1.1896, -6.5032, 0.4532], [-1.1881, -5.1858, 0.8703], [1.7280, -4.2046, -0.5354], [1.7193, -6.5464, -1.2516], [-0.1538, -8.0299, -0.6402], [-1.9964, -7.1568, 0.7464], [-1.9874, -4.8113, 1.4914], [0.9622, 1.6023, 4.6380], [0.0131, 0.1525, 3.7278], [0.8807, -1.5208, 4.2275], [-1.8244, 0.0785, 4.3927], [0.0568, 0.5111, 2.1387], [0.9313, 1.5070, 5.7189], [0.5095, 2.5465, 4.3336], [1.9975, 1.5880, 4.2933], [0.8894, -1.5991, 5.3106], [1.9012, -1.5332, 3.8433], [0.3353, -2.3609, 3.7991], [-1.8253, 0.0421, 5.4787], [-2.3077, -0.8146, 3.9953], [-2.3713, 0.9575, 4.0504]],
  "max_force_ev_per_a": 1.55,
  "relative_energy_kj_mol": 67.2,
  "lumo_ha": [-0.157, -0.145],
  "homo_energy_ha": [-0.373, -0.374],
  "multiplicity": 1,
  "charge": 1
}

=====

Record 3
{
  "formula": "C34H37HfN9O3",
  "method": "wB97M-V/def2-TZVPD",
  "elements": ["Hf", "O", "C", "N", "C", "C", "C", "C", "C", "C", "N", "C", "C", "C", "C", "C", "N", "H", "H", "H", "H", "H", "H", "H", "H", "H", "H", "C", "C", "N", "C", "C", "N", "C", "C", "N", "H", "H", "H", "H", "H", "H", "H", "H", "H", "H", "H", "H", "H", "H", "H", "C", "O", "C", "C", "C", "C", "C", "C", "N", "N", "C", "C", "C", "C", "O", "C", "N", "C", "C", "C", "C", "H", "H", "H", "H", "H", "H", "H", "H", "H", "H", "H", "H"],
  "positions_angstrom": [[-0.2680, 0.3502, 0.2914], [-0.1607, -3.6979, -0.8238], [-0.5771, -2.5635, -0.6681], [-0.2486, -1.7372, 0.3575], [0.4825, -2.4092, 1.4246], [0.9803, -1.4428, 2.4562], [1.6703, -1.8964, 3.5740], [2.0267, -0.9943, 4.5569], [1.6749, 0.3460, 4.4044], [1.0120, 0.7277, 3.2636], [0.6827, -0.1437, 2.2888], [-1.5946, -1.9898, -1.6251], [-2.3644, -2.8757, -2.3627], [-3.3825, -2.3777, -3.1596], [-3.5809, -1.0040, -3.1914], [-2.7470, -0.1946, -2.4444], [-1.7622, -0.6590, -1.6672], [-0.1842, -3.1152, 1.9343], [1.2984, -3.0275, 1.0349], [1.9017, -2.9493, 3.6635], [2.5524, -1.3268, 5.4420], [1.9059, 1.0731, 5.1692], [0.7037, 1.7538, 3.1120], [-2.1525, -3.9332, -2.2891], [-4.0144, -3.0439, -3.7312], [-4.3707, -0.5606, -3.7825], [-2.8986, 0.8827, -2.4611], [3.0830, 0.3568, -0.7395], [2.9794, 1.3314, 0.4315], [1.6722, 1.9928, 0.3491], [1.6204, 3.0015, -0.7328], [0.2646, 2.9779, -1.4227], [-0.1430, 1.5752, -1.6841], [0.6629, 0.9314, -2.7602], [1.3390, -0.3811, -2.3326], [1.7908, -0.3454, -0.9259], [3.8951, -0.3472, -0.5621], [3.3299, 0.8957, -1.6546], [3.8125, 2.0386, 0.3926], [3.0453, 0.7926, 1.3767], [1.4685, 2.4691, 1.2190], [2.4048, 2.7827, -1.4555], [1.8058, 4.0089, -0.3593], [0.3094, 3.5537, -2.3508], [-0.4871, 3.4281, -0.7788], [-1.1101, 1.6135, -1.9885], [1.4213, 1.6395, -3.0944], [0.0370, 0.7108, -3.6243], [2.1689, -0.5735, -3.0174], [0.6483, -1.2124, -2.4409], [1.9236, -1.3102, -0.6416], [-4.3148, 1.6711, -6.0273], [-5.5719, 1.4076, -5.4264], [-5.7917, 1.8122, -4.1685], [-4.8156, 2.3720, -3.3386], [-5.1387, 2.7524, -2.0479], [-6.4455, 2.6060, -1.5692], [-7.4233, 2.0814, -2.4258], [-7.1001, 1.6653, -3.6934], [-6.9179, 3.0148, -0.3068], [-6.1867, 3.1914, 0.6716], [-4.8364, 2.9126, 0.7926], [-3.9366, 3.9062, 1.1371], [-2.5751, 3.6282, 1.2940], [-2.0926, 2.3495, 1.1139], [-0.7805, 2.0276, 1.1418], [-3.0053, 1.2987, 0.9022], [-2.4749, 0.0369, 0.8857], [-3.3144, -0.9810, 0.7960], [-4.6914, -0.8221, 0.6438], [-5.2263, 0.4466, 0.5939], [-4.3872, 1.5599, 0.7484], [-4.4123, 1.3751, -7.0668], [-3.5193, 1.0825, -5.5605], [-4.0657, 2.7330, -5.9789], [-3.8148, 2.5407, -3.7142], [-4.3837, 3.2250, -1.4349], [-8.4379, 2.0132, -2.0555], [-7.8443, 1.2526, -4.3612], [-4.3006, 4.9185, 1.2517], [-1.8829, 4.4246, 1.5387], [-2.8784, -1.9716, 0.8410], [-5.3262, -1.6931, 0.5700], [-6.2948, 0.5833, 0.4782]],
  "max_force_ev_per_a": 2.23,
  "relative_energy_kj_mol": 0.0,
  "lumo_ha": -0.213,
  "homo_energy_ha": -0.460,
  "multiplicity": 1,
  "charge": 2
}

=====

Record 4
{
  "formula": "C22H52ClN7O10S",
  "method": "wB97M-V/def2-TZVPD",
  "elements": ["C", "O", "S", "O", "O", "Cl", "H", "H", "H", "C", "O", "N", "C", "C", "H", "H", "H", "H", "H", "H", "H", "C", "O", "N", "C", "C", "H", "H", "H", "H", "H", "H", "H", "C", "O", "N", "C", "C", "H", "H", "H", "H", "H", "H", "H", "C", "O", "N", "C", "C", "H", "H", "H", "H", "H", "H", "H", "C", "O", "N", "C", "C", "H", "H", "H", "H", "H", "H", "H", "C", "O", "N", "C", "C", "H", "H", "H", "H", "H", "H", "H", "C", "O", "N", "C", "C", "H", "H", "H", "H", "H", "H", "H"],
  "positions_angstrom": [[-1.5639, 3.1259, -2.1082], [-2.5918, 3.8044, -1.3170], [-3.9901, 3.7431, -2.1357], [-4.8223, 4.8108, -1.6478], [-4.6230, 2.3289, -1.4159], [-5.2890, 1.3995, -2.6667], [-1.4924, 2.0753, -1.7767], [-0.5939, 3.6245, -1.9687], [-1.8256, 3.1148, -3.1820], [-6.4753, -0.1042, -5.0458], [-5.6648, -0.8026, -4.4576], [-7.5164, -0.5647, -5.7629], [-8.4416, 0.3271, -6.4352], [-7.7132, -2.0010, -5.8607], [-6.4156, 0.9977, -5.0422], [-9.4540, 0.1775, -6.0558], [-8.4357, 0.1378, -7.5102], [-8.1520, 1.3608, -6.2603], [-7.8527, -2.4302, -4.8681], [-6.8396, -2.4705, -6.3143], [-8.5901, -2.2051, -6.4695], [1.8284, 2.4204, -2.6948], [1.2038, 3.4419, -2.9692], [3.1562, 2.3269, -2.5887], [3.8008, 1.0677, -2.2239], [3.9642, 3.5056, -2.8439], [1.3206, 1.4587, -2.5062], [4.3841, 1.1979, -1.3151], [4.4623, 0.7447, -3.0303], [3.0384, 0.3121, -2.0388], [3.6934, 4.3069, -2.1550], [3.7982, 3.8654, -3.8602], [5.0132, 3.2531, -2.7129], [-2.5006, 2.3840, 3.6686], [-1.3714, 2.1487, 3.2755], [-3.4772, 2.9327, 2.9198], [-4.8027, 3.1822, 3.4469], [-3.1852, 3.2823, 1.5370], [-2.8251, 2.1568, 4.7002], [-5.5488, 2.6281, 2.8735], [-5.0383, 4.2470, 3.3921], [-4.8538, 2.8653, 4.4868], [-2.8755, 2.3925, 0.9907], [-2.3725, 4.0065, 1.4982], [-4.0696, 3.7071, 1.0697], [1.7164, -2.3033, -0.6362], [2.4200, -1.5155, -1.2518], [1.0180, -1.9917, 0.4672], [0.1886, -2.9640, 1.1633], [1.1045, -0.6337, 0.9784], [1.6093, -3.3601, -0.9356], [-0.8404, -2.6236, 1.1968], [0.5561, -3.0985, 2.1843], [0.2243, -3.9182, 0.6474], [0.7592, 0.0759, 0.2253], [2.1391, -0.3884, 1.2242], [0.4889, -0.5412, 1.8692], [-2.4147, -4.1055, -1.1406], [-2.3884, -3.9714, 0.0717], [-3.4690, -3.7958, -1.9162], [-3.4465, -3.9576, -3.3560], [-4.6668, -3.2757, -1.2767], [-1.5512, -4.4892, -1.7137], [-3.6097, -2.9954, -3.8452], [-4.2287, -4.6518, -3.6706], [-2.4821, -4.3517, -3.6698], [-4.4384, -2.3553, -0.7408], [-5.0533, -4.0014, -0.5601], [-5.4189, -3.0715, -2.0331], [5.7811, 0.1464, 1.1819], [5.8476, 0.4098, -0.0080], [5.3138, 0.9816, 2.1272], [5.2607, 0.6047, 3.5311], [4.8485, 2.2967, 1.7207], [6.1026, -0.8281, 1.5885], [4.2319, 0.6407, 3.8906], [5.8667, 1.2915, 4.1250], [5.6388, -0.4011, 3.6660], [4.0284, 2.2049, 1.0070], [5.6556, 2.8507, 1.2388], [4.5045, 2.8436, 2.5947], [6.0359, -2.3226, 6.1440], [5.4516, -1.3046, 5.8154], [7.3733, -2.4261, 6.2758], [8.0159, -3.6642, 6.6701], [8.1897, -1.2522, 6.0132], [5.5043, -3.2639, 6.3652], [8.5732, -3.5231, 7.5981], [8.7056, -3.9978, 5.8924], [7.2660, -4.4364, 6.8268], [7.9082, -0.4401, 6.6841], [8.0423, -0.9106, 4.9883], [9.2373, -1.4997, 6.1634]],
  "max_force_ev_per_a": 1.05,
  "relative_energy_kj_mol": 28.7,
  "lumo_ha": 0.016,
  "homo_energy_ha": -0.316,
  "multiplicity": 1
}

=====

no.,molar mass (u),electronic energy (Ha)
1,64.024,-457.63725
2,612.947,-4009.30405
3,798.220,-2084.05212
4,642.217,-2863.44232